DFT (wB97M-V/def2-TZVPD) results for the ion C2HO3PS with charge -2 at a distorted geometry.

As for the LUMO energy: 5.00 eV. Its orbital gap is 4.51 eV. The charge is -2. Its SMILES is O=P([O-])([O-])C#CS.

Last column: Löwdin charge in e.
Cartesian coordinates (Å):
O  -0.2105  -1.2145  1.8746  -0.478
P  0.3792  0.1481  1.6381  0.016
O  0.0217  1.1918  2.7134  -0.539
O  1.8129  0.2333  1.1004  -0.507
C  -0.5798  0.6776  -0.0846  -0.155
C  -0.6480  -0.0101  -1.0965  -0.729
S  -0.8866  -0.8074  -2.5979  0.513
H  0.1112  -0.2188  -3.5474  -0.120

Cartesian forces (eV/Å) of the 3 atoms listed first:
-0.15 -0.26 -0.29
0.95 1.50 1.18
0.13 -0.63 -1.12

DFT (wB97M-V/def2-TZVPD) results for the ion C2HO3PS with charge -2 at a distorted geometry.

As for the LUMO energy: 4.92 eV. Its orbital gap is 4.31 eV. The charge is -2. Its SMILES is O=P([O-])([O-])C#CS.

Last column: Löwdin charge in e.
Cartesian coordinates (Å):
O  -2.1171  0.3762  1.0588  -0.524
P  -1.6606  -0.4759  -0.1480  -0.045
O  -2.0463  -1.9044  -0.1702  -0.485
O  -1.7867  0.2005  -1.4856  -0.489
C  0.3634  -0.3639  -0.0582  -0.148
C  1.3583  0.3139  -0.2308  -0.693
S  2.9396  1.0529  -0.1683  0.526
H  2.9494  0.8009  1.2023  -0.142

Cartesian forces (eV/Å) of the 3 atoms listed first:
0.84 -1.01 -0.81
-0.33 2.22 0.60
0.00 -1.80 0.57

DFT (wB97M-V/def2-TZVPD) results for a structure of composition C2HO3V at a distorted geometry.

The expectation value of S² is 3.7667. As for the spin multiplicity: 4. As for the LUMO energy (alpha / beta): -6.46 / -6.23 eV. Its orbital gap (alpha / beta) is 6.80 / 6.99 eV. The charge is +1.

Last column: Löwdin charge in e.
Cartesian coordinates (Å):
O  -0.5370  -1.1249  1.3328  0.157
O  1.3704  0.8804  -0.6871  -0.180
O  -1.0604  0.0628  -0.2952  -0.136
C  1.3513  0.0183  0.2276  0.037
C  -0.1153  -0.6153  0.2330  -0.463
V  -0.2938  1.2762  -1.5781  1.331
H  -1.5639  -0.7259  1.2584  0.255

Cartesian forces (eV/Å) of the 3 atoms listed first:
-2.77 0.22 -0.04
0.05 -0.53 0.35
-0.16 0.45 -1.85

DFT (wB97M-V/def2-TZVPD) results for a structure of composition C2HgLiO2 at a distorted geometry.

The expectation value of S² is 2.0052. As for the spin multiplicity: 3. As for the LUMO energy (alpha / beta): -4.22 / -6.70 eV. Its orbital gap (alpha / beta) is 5.96 / 8.75 eV. The charge is +1.

Last column: Löwdin charge in e.
Cartesian coordinates (Å):
O  -1.7352  0.2216  -0.2704  -0.500
C  -1.0510  1.1736  0.1061  -0.254
C  2.5085  -0.7867  0.1469  0.002
O  3.6214  -0.7049  0.2919  0.117
Li  0.2556  -1.3525  -0.3172  0.734
Hg  -3.5992  1.4489  0.0426  0.901

Cartesian forces (eV/Å) of the 3 atoms listed first:
0.86 -1.03 -0.21
-0.04 -0.10 0.02
1.02 -0.22 0.03

DFT (wB97M-V/def2-TZVPD) results for a cluster of 3 separate species, C2INO3 in total at a distorted geometry.

As for the LUMO energy (alpha / beta): 4.09 / 4.09 eV. Its orbital gap (alpha / beta) is 6.22 / 6.22 eV. The charge is -2.

Last column: Löwdin charge in e.
Cartesian coordinates (Å):
C  -1.3650  2.1321  1.3933  -0.734
C  1.0432  1.4571  -0.0406  -0.028
N  0.0825  1.6797  0.5625  0.089
O  -0.9379  2.8135  2.2568  0.051
O  -2.3238  1.6795  0.8736  0.066
O  2.8406  1.6449  -1.0795  -0.445
I  0.6604  -11.4068  -3.9660  -1.000

Cartesian forces (eV/Å) of the 3 atoms listed first:
0.13 0.26 0.10
3.22 0.88 -1.76
0.91 -1.04 -1.29

DFT (wB97M-V/def2-TZVPD) results for an isolated molecule of C2N2OS2 at a distorted geometry.

As for the LUMO energy (alpha / beta): -1.99 / -1.99 eV. Its orbital gap (alpha / beta) is 6.90 / 6.90 eV.

Last column: Löwdin charge in e.
Cartesian coordinates (Å):
C  -1.8086  0.4348  -0.0279  -0.432
C  1.0954  -0.4803  0.0737  -0.852
N  -2.5547  1.2750  0.3082  0.116
N  -1.3952  -0.8001  -0.2937  0.065
O  0.0314  -1.1719  -0.1084  -0.091
S  1.5966  1.1441  -0.0211  0.651
S  3.0351  -0.4016  0.0692  0.543

Cartesian forces (eV/Å) of the 3 atoms listed first:
-0.01 -0.05 1.13
-0.69 0.45 -1.06
0.90 -0.01 -0.59

DFT (wB97M-V/def2-TZVPD) results for a cluster of 2 separate species, C2N4O2S2 in total at a distorted geometry.

As for the LUMO energy (alpha / beta): -2.09 / -1.30 eV. Its orbital gap (alpha / beta) is 8.00 / 7.86 eV.

Last column: Löwdin charge in e.
Cartesian coordinates (Å):
C  -2.5327  0.4914  -0.7056  -0.597
C  2.2792  1.4544  0.1835  -0.543
N  -3.5230  0.7212  -0.1377  0.125
N  3.1319  1.9744  0.7563  0.111
N  -0.0810  0.4979  -0.6214  -0.782
N  0.1518  -1.6202  0.9260  -0.275
O  -0.9516  -1.9418  1.1511  0.128
O  1.2727  -1.9732  0.9882  0.094
S  -1.2392  0.0286  -1.6644  0.873
S  1.4919  0.3673  -0.8760  0.866

Cartesian forces (eV/Å) of the 3 atoms listed first:
-2.14 0.30 0.86
-0.38 -0.46 -0.16
1.39 -0.22 -0.71

DFT (wB97M-V/def2-TZVPD) results for a cluster of 2 separate species, C2N5O in total at a distorted geometry.

As for the LUMO energy: 2.49 eV. Its orbital gap is 8.80 eV. The charge is -1.

Last column: Löwdin charge in e.
Cartesian coordinates (Å):
C  -1.4047  -1.6315  0.9524  -0.593
C  0.5201  0.1009  -0.2128  -0.191
N  -2.4935  -1.7193  1.3417  0.066
N  1.0818  0.9747  0.5819  -0.014
N  0.3490  0.3990  -1.4740  -0.014
N  1.3108  1.9416  -0.2795  -0.122
N  0.8799  1.6030  -1.4894  -0.122
O  -0.2434  -1.6684  0.5798  -0.009

Cartesian forces (eV/Å) of the 3 atoms listed first:
-1.65 0.10 0.52
-0.94 -1.22 0.76
-0.77 0.10 0.22